Entry from OMol25: a single C5H11NO molecule (ωB97M-V with the def2-TZVPD basis set).

Summary:
* LUMO energy: 0.75 eV
* maximum force: 0.060 hartree/bohr
* HOMO energy: -7.29 eV
* SMILES: CC(C)=C(N)CO
* energy relative to the best compared isomer or geometry (same formula, charge and spin): 266.7 kJ/mol
* net charge: 0
* 2S+1: 1

Geometry as XYZ:
```
18
Properties=species:S:1:pos:R:3:forces:R:3
C 1.84454 0.39617 -0.32116 0.1 -0.9 0.8
C 0.46606 0.47380 0.30800 -1.4 1.4 -0.7
C 0.22110 1.83939 0.92554 -0.2 -0.1 -0.4
C -0.62916 -0.25805 -0.12462 1.0 0.3 0.8
N -1.88365 0.22313 -0.43394 0.0 -0.1 0.4
C -0.44172 -1.71414 0.03079 2.2 1.2 0.0
O -1.12693 -2.42790 -0.99236 0.7 -0.6 0.3
H 2.61214 0.41707 0.45804 0.2 0.1 -0.2
H 2.01717 1.25144 -0.98673 -0.2 0.0 0.1
H 1.98552 -0.51022 -0.91178 0.0 0.0 0.0
H -0.73742 1.88990 1.44902 0.1 -0.1 0.0
H 0.21325 2.63446 0.17102 0.1 0.2 0.0
H 1.01735 2.07173 1.64020 -0.1 0.0 -0.1
H -2.43220 -0.48255 -0.92276 0.0 0.5 0.2
H -1.88719 1.15195 -0.83743 -0.2 -0.3 0.0
H -0.75120 -2.06307 1.01953 -0.3 0.2 0.0
H 0.76209 -1.55733 0.20911 -2.1 -2.0 -1.0
H -1.24974 -3.33577 -0.68046 0.0 0.2 -0.2
```
Positions in Å, forces in eV/Å.